Record 1
Computed, not measured: a cluster of 2 separate species, C2H7N2O2PS in total in a non-equilibrium geometry, with ωB97M-V/def2-TZVPD.

```
15
Properties=species:S:1:pos:R:3:forces:R:3
O -0.252454 1.228797 0.065229 -0.787 -0.491 -0.942
O -2.755629 1.100184 -0.648723 0.417 0.956 0.210
H 2.948216 0.881178 0.126253 0.618 0.960 -2.102
P -1.351031 0.373809 -0.458869 0.372 -1.327 0.370
H -1.336391 -0.729883 1.893065 1.205 1.026 1.885
H 3.379949 -0.083170 1.512082 0.816 0.160 0.525
H -0.409404 -0.183318 -2.491424 -0.420 -0.160 0.539
C 1.835083 -0.912093 0.571860 0.524 0.423 -1.029
H -2.685666 1.759365 0.060969 -0.819 0.322 -0.074
H -1.849236 -1.056313 -2.351804 0.076 0.445 0.699
S -1.886380 -1.169064 0.844360 -1.412 -1.174 -1.701
N -1.179280 -0.455054 -1.874561 1.043 0.491 -0.936
N 1.120601 -1.782622 0.449103 -0.845 -1.843 -0.314
H 1.814596 0.786178 1.448868 1.214 0.125 -0.355
C 2.607019 0.242007 0.853596 -2.003 0.087 3.226
```
Positions in Å, forces in eV/Å.

Maximum force, eV/Å: 3.8
SMILES: N[P@@](=O)(O)S.CC#N
Energy above the lowest of the compared OMol25 structures with the same formula, charge and spin, kJ/mol: 53.7
HOMO energy, eV: -9.24
Charge: 0
Multiplicity: 1


Record 2
Computed, not measured: the molecule C2H3BrN2 in a non-equilibrium geometry, with ωB97M-V/def2-TZVPD.

```
8
Properties=species:S:1:pos:R:3:forces:R:3
Br -2.025310 0.917030 0.090446 -0.298 -0.354 -0.069
C -0.528471 -0.279749 -0.026204 -0.305 -0.583 -0.119
C 0.749188 0.503362 0.030974 1.520 -4.417 0.240
H 1.592812 -0.056916 -0.521139 -1.143 0.732 1.205
N -0.716420 -1.636728 0.503000 0.317 0.630 0.896
H 0.971486 0.744348 1.049506 0.530 -0.228 0.739
H 0.639299 1.386546 -0.419570 -0.582 3.363 -2.072
N -0.682583 -1.577893 -0.707011 -0.039 0.857 -0.820
```
Positions in Å, forces in eV/Å.

Maximum force, eV/Å: 4.7
SMILES: CC1(Br)N=N1
Energy above the lowest of the compared OMol25 structures with the same formula, charge and spin, kJ/mol: 16.4
HOMO energy, eV: -9.86
Charge: 0
Multiplicity: 1


Record 3
Computed, not measured: a structure of composition C30H30ClF3IMoN11O2PS2, with ωB97M-V/def2-TZVPD.

```
82
Properties=species:S:1:pos:R:3:forces:R:3
C -5.402560 -1.324791 -0.001863 0.002 -0.008 -0.001
C 2.302879 -0.449566 1.986077 -0.085 -0.015 0.020
C 3.709758 0.845722 -2.516487 -0.048 -0.011 0.088
N -4.718532 -2.406642 0.698543 0.031 0.017 0.005
C 0.070627 0.125926 2.341878 -0.104 0.060 -0.047
H -1.999692 4.310036 0.795674 0.036 0.001 -0.006
H 2.178125 -0.659304 -3.126641 0.010 -0.002 -0.010
H -2.160094 0.533022 -5.805873 0.003 0.010 0.006
C 2.547038 0.077504 -2.437809 -0.026 -0.009 0.034
H -1.138357 -5.848371 0.913907 -0.012 0.009 -0.004
H -2.366872 2.958734 -6.173275 -0.002 -0.003 0.007
S -1.344580 0.443817 1.400283 0.169 -0.108 0.120
N 2.654535 1.230798 -0.639784 -0.201 0.120 0.070
C 1.855545 -5.156104 0.346352 0.010 0.012 0.002
C -2.679035 -3.128118 -1.382053 -0.063 0.020 0.015
N -0.673470 1.376992 -1.446853 -0.089 0.188 -0.018
C -0.561635 2.604080 -0.945335 0.004 -0.048 0.026
H -5.742675 -3.919375 -0.293936 -0.007 0.006 0.000
N -0.915873 3.551642 -1.837260 0.046 -0.028 -0.032
C -3.377396 -2.029353 1.124826 -0.119 0.007 -0.076
H 4.433728 2.314922 -0.988448 0.000 -0.015 -0.022
H -1.379132 -0.378912 -3.689069 0.010 -0.012 -0.005
C 0.252418 0.149667 3.725308 0.056 0.032 -0.013
N 0.972785 2.806779 1.033999 -0.014 -0.141 0.010
Mo 0.065509 -0.588120 -0.399068 0.218 -0.323 0.255
C -1.277095 2.936995 -3.012517 0.014 0.081 -0.006
F -1.429623 1.663649 4.365807 0.003 -0.017 0.005
Cl 0.041310 -1.772570 -2.460898 -0.011 0.028 -0.014
C 3.736091 1.578476 -1.351572 0.019 0.045 0.036
C 2.346403 -2.869746 -0.233756 -0.043 -0.028 -0.579
H -2.175865 -3.989940 -0.942182 -0.013 -0.016 0.017
H -4.164081 -4.393002 0.358245 0.004 -0.002 0.005
H 2.222638 1.734247 0.145788 0.115 -0.031 -0.084
C -4.710737 -3.596035 -0.147892 -0.002 0.020 0.002
C 2.563832 -0.386417 3.337051 0.050 -0.025 -0.051
F -0.535433 0.446844 5.916854 -0.008 0.009 0.040
C 1.518835 -0.098226 4.214087 0.023 -0.007 0.029
H -1.809266 4.553311 -4.348946 0.004 -0.015 0.002
H 3.561415 -0.583853 3.700901 -0.015 0.004 0.015
H -0.822529 4.539736 -1.673229 -0.024 0.017 0.007
C -1.127582 1.571156 -2.776645 0.041 -0.078 0.049
H -4.351809 -2.050641 -3.074801 0.006 0.002 0.005
H -5.849918 -2.553306 -2.273466 0.003 -0.002 -0.003
H 0.274199 -6.648100 1.634444 -0.014 -0.007 0.003
C -0.246497 -5.700898 1.521737 0.067 0.021 -0.019
P -2.311522 -1.633244 -0.351422 0.103 -0.018 -0.168
N 0.663434 -4.751570 0.888490 -0.012 -0.002 0.099
C -1.901850 1.211697 -5.003735 -0.006 -0.010 0.002
H -2.277759 -2.978125 -2.381696 0.005 -0.022 -0.018
H 3.043177 -0.714745 1.241688 0.032 -0.036 0.005
C -2.023352 2.593262 -5.215217 0.000 -0.001 -0.025
F -1.891365 -0.445734 4.487517 -0.020 -0.002 0.013
N 1.058413 -2.530446 0.174126 -0.212 0.215 0.191
H 2.067607 -6.213955 0.419126 -0.014 0.002 -0.014
C -1.462340 0.684940 -3.808415 -0.012 0.048 -0.004
C 2.691174 -4.280888 -0.219631 0.037 -0.008 0.209
C -1.015963 3.966046 1.073736 0.033 0.126 -0.012
I 5.099043 0.835788 -4.024063 0.056 0.008 -0.066
N 1.905250 0.330335 -1.302043 0.024 -0.109 0.034
N -4.117748 -3.364470 -1.462499 0.047 0.003 0.001
C -4.814339 -2.252474 -2.106832 -0.004 0.010 0.017
H -6.443267 -1.617475 -0.150818 -0.001 -0.001 -0.003
O 3.132580 -2.023221 -0.643405 -0.075 0.072 0.299
H -3.102564 -0.223457 -2.179402 -0.011 0.013 -0.021
C -3.479857 -0.462482 -1.186055 -0.133 -0.034 -0.038
O -0.855552 -3.126488 1.235495 0.147 -0.021 0.131
H -3.431327 -1.156879 1.771397 -0.029 0.010 0.040
N -4.826462 -1.023052 -1.311309 0.042 -0.014 0.012
C 0.256280 -3.437983 0.792443 -0.009 -0.010 -0.283
C -1.714619 3.483838 -4.214712 -0.005 -0.012 0.009
C 1.032902 3.407967 2.187952 0.114 0.059 -0.093
C -0.202277 3.105826 0.398256 -0.068 -0.090 0.004
H 3.641652 -4.574086 -0.635870 -0.011 -0.004 0.013
H 1.872191 3.312273 2.863229 -0.016 0.020 -0.033
H -0.548789 -5.332457 2.497928 -0.009 0.001 0.022
C -0.906728 0.449206 4.633007 -0.003 0.004 -0.040
H -2.912342 -2.839544 1.677391 -0.030 0.012 -0.010
S -0.296374 4.404077 2.551275 -0.118 -0.078 0.100
N 1.074660 -0.184176 1.519599 0.108 0.113 -0.261
H 1.693066 -0.075072 5.281884 -0.005 0.001 -0.012
H -5.380556 -0.426523 0.618021 0.003 0.002 -0.002
H -3.527869 0.475054 -0.623279 0.009 -0.008 0.019
```
Positions in Å, forces in eV/Å.

Maximum force, eV/Å: 0.6
Energy above the lowest of the compared OMol25 structures with the same formula, charge and spin, kJ/mol: 0.0
Expectation value of S²: 2.0280
HOMO energy (spin up / spin down), eV: -10.44 / -10.43
Charge: +1
Multiplicity: 3


Record 4
Computed, not measured: a structure of composition C38H35BrN3NaO8P2, with ωB97M-V/def2-TZVPD.

```
88
Properties=species:S:1:pos:R:3:forces:R:3
O 2.553805 -1.263619 6.042342 0.115 0.018 0.006
C 4.726093 -0.185679 1.388017 -0.006 0.017 -0.008
H 1.167775 5.069005 5.748355 0.020 -0.046 0.022
H -4.548137 -0.585190 1.631367 0.033 0.003 0.016
C -1.386314 4.490225 2.701980 -0.007 -0.083 0.047
C 4.324359 -1.514001 1.394030 -0.016 -0.030 -0.011
C 1.879474 -2.133875 3.867496 -0.045 0.108 0.008
C 1.461890 -5.284231 -3.245367 -0.011 0.008 0.000
H -2.110354 4.361557 5.360374 -0.036 -0.035 0.001
P 0.880520 -1.414565 -0.822454 -0.194 0.471 -0.138
H -1.283442 -2.012508 1.529326 0.078 -0.029 0.101
C 1.386631 3.006623 -4.683458 0.003 0.001 -0.016
C 3.207754 -1.908298 0.671203 -0.039 -0.022 0.090
C -1.775068 -0.843986 -3.048851 0.000 0.121 -0.149
N -0.212545 2.763556 0.872568 0.006 -0.104 0.056
C -0.560341 2.398621 -5.945482 -0.018 -0.013 -0.001
H 0.993955 3.687831 -6.681680 -0.005 -0.004 -0.005
C 0.511282 3.332927 1.832345 -0.069 -0.087 0.034
H -3.265351 -0.762955 -1.513099 0.003 0.022 -0.016
C 1.206062 -2.967790 -1.717042 -0.018 -0.127 0.053
C -2.008628 -2.657378 -4.632210 -0.042 -0.018 0.026
H 5.586858 0.123516 1.968155 -0.004 0.003 0.007
C -0.344215 3.591735 5.616623 0.004 -0.028 0.085
O -0.430229 0.390915 2.764089 0.213 -0.008 0.165
H 4.284679 1.796664 0.683927 0.010 -0.002 0.016
H -3.672115 -3.981029 -4.309724 0.013 -0.008 0.004
C -3.579311 -2.429917 -2.829134 -0.006 -0.004 0.023
H 0.122175 3.087178 6.456622 0.011 -0.001 0.010
H 2.866093 -2.934329 0.739343 0.002 0.005 -0.006
C 1.967928 -1.128213 4.982691 -0.096 0.004 -0.122
C -1.517290 3.029042 0.838050 -0.164 -0.026 -0.369
H -0.430964 -1.216726 -4.685129 -0.017 0.031 -0.018
H -0.534821 2.837459 4.859094 0.011 -0.019 -0.060
C -2.153684 3.884953 1.723796 0.131 -0.008 0.078
H 1.266797 -0.472962 -2.966674 0.070 -0.002 0.024
C 0.431176 -0.328837 3.347718 -0.251 0.151 0.150
H -2.818467 -2.707387 3.010729 -0.025 -0.014 0.009
C 0.311964 -5.067631 -2.501263 -0.003 0.019 0.022
C 0.849070 4.853394 3.796771 -0.028 -0.098 0.032
C 2.479635 -0.975830 -0.063464 0.071 -0.008 -0.147
P -0.801229 0.522711 -2.278313 0.390 -0.463 0.039
O 1.743720 5.619083 3.472719 0.019 -0.019 0.012
C 2.489905 -4.348284 -3.222429 0.004 0.002 0.002
Br -3.582945 2.229033 -2.420191 -0.019 -0.020 0.016
C -1.330784 -1.539867 -4.171977 0.055 -0.025 0.019
H -4.451192 -2.779365 -2.289680 -0.005 0.007 -0.011
C 3.995837 0.752342 0.670659 -0.009 0.005 0.001
C 0.643024 3.083695 -5.853323 0.021 0.009 0.041
C 2.872676 0.362286 -0.044563 0.048 -0.015 -0.017
O 2.557201 -3.147637 3.746877 0.011 -0.082 0.042
H 3.393001 -4.519505 -3.796202 -0.002 0.001 -0.004
C -0.029989 4.198219 2.773314 0.007 0.125 -0.012
O -2.207800 -1.716925 1.304727 0.030 -0.187 -0.081
C -1.011671 1.628966 -4.882808 -0.057 0.038 0.061
H -0.492626 -5.792448 -2.512822 0.007 -0.008 -0.014
H -3.216805 4.058293 1.632358 0.007 0.043 -0.023
H 1.563249 3.072934 1.873323 -0.009 0.013 0.006
C -4.415828 -1.525149 2.171453 -0.104 0.029 -0.003
C 1.178665 0.068529 4.541233 0.307 -0.155 -0.082
H 1.521258 2.182821 -2.711334 -0.003 -0.021 -0.002
H -2.596522 -0.962066 3.186981 -0.004 0.005 0.013
H -1.826188 5.192819 3.402282 -0.001 0.013 -0.013
C 0.937994 2.232869 -3.622770 0.007 -0.022 -0.015
H 2.318907 3.550806 -4.591061 -0.006 0.011 -0.006
C -3.139173 -3.105428 -3.957259 0.027 0.026 -0.013
H 3.167965 -2.470984 -2.433609 -0.002 -0.004 0.009
H -4.794570 -2.328678 1.536106 0.031 -0.008 0.007
C 2.362239 -3.196919 -2.460768 0.021 -0.008 0.026
O 1.187052 1.175072 5.077423 -0.109 0.064 0.082
Na -0.925957 0.122080 0.670856 -0.203 0.235 0.172
H -2.090616 2.562735 0.035794 0.031 0.059 -0.024
H 4.848305 -2.244129 1.997136 -0.011 0.007 0.008
H -0.712575 -3.736978 -1.156447 0.006 0.009 0.001
C 0.811101 -1.665388 2.970625 0.020 -0.108 0.012
H -1.159901 2.471799 -6.845034 -0.003 0.003 0.007
H -5.022625 -1.483850 3.079401 0.013 -0.012 -0.003
C -2.957475 -1.742995 2.509241 0.071 0.067 -0.076
N 0.743344 -0.300411 -2.115497 0.004 0.020 0.011
O 0.322604 -2.326346 2.009238 -0.126 0.034 -0.008
C -2.905758 -1.299831 -2.381892 -0.030 -0.013 0.017
H 2.281465 1.101582 -0.572252 0.010 -0.020 -0.020
O -1.546768 4.173971 6.116778 0.071 0.031 -0.048
C 0.186065 -3.914730 -1.736521 0.012 -0.022 -0.048
H 1.560670 -6.182473 -3.843434 0.005 -0.002 0.005
C -0.256881 1.520251 -3.718151 -0.176 0.105 -0.006
N 0.577048 4.573816 5.098723 -0.062 0.096 -0.070
H -1.971564 1.131995 -4.933341 0.000 0.002 -0.035
H -1.650509 -3.186600 -5.507527 0.010 -0.003 0.006
```
Positions in Å, forces in eV/Å.

Maximum force, eV/Å: 0.6
Energy above the lowest of the compared OMol25 structures with the same formula, charge and spin, kJ/mol: 74.8
HOMO energy, eV: -1.59
Charge: -2
Multiplicity: 1